Entry 1:
Below is a 6-piece molecular cluster, C20H42F3NO17P overall, with properties calculated with the ωB97M-V functional and the def2-TZVPD basis.

Values from the calculation:
LUMO ... 0.075 hartree
Kohn-Sham gap ... 0.25035 hartree
Highest occupied orbital energy ... -4.8 eV
Electronic energy ... -75160.602 eV

The geometry in ORCA input format:
```
! RIJCOSX wB97M-V def2-TZVPD def2/J DEFGRID3
* xyz -1 1
C 4.6069 3.6836 0.1830
C 3.6564 2.9903 -0.8266
N 3.5147 1.5427 -0.7373
C 2.5869 1.0029 0.2556
C 2.7465 1.4648 1.7240
O 1.8387 2.5040 1.9406
P 0.3269 2.0323 1.2256
C 0.1238 3.7684 0.2932
F 0.7880 4.8305 0.8510
F 0.4208 3.8463 -1.0421
F -1.1971 4.1463 0.3493
O 1.2715 1.3483 -0.0726
H 4.0602 4.3978 0.8109
H 5.0661 2.9538 0.8586
H 5.4165 4.2090 -0.3371
H 4.0052 3.2247 -1.8435
H 2.6569 3.4026 -0.7484
H 4.4149 1.0832 -0.6595
H 2.7230 -0.0914 0.2210
H 3.7620 1.7838 1.9797
H 2.5071 0.6001 2.3749
H -0.3885 2.6908 2.2933
H -0.9083 1.6726 0.5845
H 0.3437 0.7784 1.9419
C -3.4315 -3.2583 0.6292
O -3.2258 -2.0820 1.4090
C -4.0402 -1.0699 1.1009
O -4.9373 -1.1204 0.2942
O -3.6943 -0.0191 1.8253
C -4.4497 1.1708 1.5777
H -2.7028 -3.9831 0.9817
H -4.4424 -3.6417 0.7621
H -3.2621 -3.0456 -0.4254
H -5.4999 1.0174 1.8207
H -4.3456 1.4753 0.5385
H -4.0241 1.9282 2.2275
C -6.6488 1.8371 6.1217
O -6.8422 3.2551 6.1705
C -6.5297 3.8802 5.0344
O -6.1384 3.3523 4.0282
O -6.7216 5.1880 5.2050
C -6.3855 5.9770 4.0572
H -6.9360 1.4687 7.1019
H -7.2766 1.3915 5.3524
H -5.6061 1.5997 5.9200
H -6.9998 5.6930 3.2050
H -5.3347 5.8545 3.8031
H -6.5867 7.0057 4.3405
C 0.6814 -6.3314 -1.0681
O 0.4916 -7.5068 -0.2668
C -0.3785 -7.3390 0.7256
O -1.0511 -6.3595 0.9096
O -0.3908 -8.4448 1.4735
C -1.2938 -8.3852 2.5810
H 1.3777 -6.6140 -1.8518
H -0.2588 -6.0072 -1.5094
H 1.1025 -5.5281 -0.4672
H -2.3165 -8.2471 2.2348
H -1.0257 -7.5702 3.2506
H -1.1954 -9.3387 3.0914
C 7.7320 3.8541 -4.8702
O 8.6619 4.7964 -4.3217
C 9.0111 4.5377 -3.0621
O 8.6403 3.6007 -2.4077
O 9.8397 5.4989 -2.6484
C 10.2645 5.3509 -1.2902
H 7.5391 4.1903 -5.8844
H 8.1617 2.8543 -4.8788
H 6.8094 3.8470 -4.2935
H 10.8026 4.4142 -1.1571
H 9.4096 5.3757 -0.6173
H 10.9214 6.1933 -1.0952
C -2.3305 -7.1055 -5.7319
O -1.9683 -6.1796 -4.7060
C -2.6425 -5.0266 -4.7425
O -3.4919 -4.7392 -5.5458
O -2.2117 -4.2646 -3.7446
C -2.8464 -2.9812 -3.6491
H -1.7065 -7.9797 -5.5711
H -3.3821 -7.3751 -5.6518
H -2.1380 -6.6824 -6.7161
H -3.9156 -3.0969 -3.4847
H -2.6734 -2.4040 -4.5548
H -2.3867 -2.4894 -2.7980
*
```

---

Entry 2:
Below is a 2-piece molecular cluster, C20H42N4O3P overall in a non-equilibrium geometry, with properties calculated with the ωB97M-V functional and the def2-TZVPD basis.

Values from the calculation:
LUMO ... -0.119 hartree
Kohn-Sham gap ... 0.27266 hartree
Highest occupied orbital energy ... -10.7 eV
Electronic energy ... -42800.882 eV

The geometry in ORCA input format:
```
! RIJCOSX wB97M-V def2-TZVPD def2/J DEFGRID3
* xyz 1 1
C -2.0959 -1.0594 1.6390
C -1.5059 -1.6772 0.7675
P -0.9417 -2.9321 -0.4566
C 0.8996 -3.1887 -0.0937
C 1.7465 -1.8420 -0.0674
C 1.9384 -1.2125 1.3880
C 1.4002 0.2724 1.5422
C 2.0267 1.3116 0.5192
O 1.2801 2.5542 0.6944
C 0.1231 2.5810 -0.1440
C -1.7362 -4.6117 -0.2650
C -3.2740 -4.6090 0.1538
C -4.1217 -3.3806 -0.3743
C -5.6925 -3.7466 -0.4910
N -6.5694 -2.7708 0.1872
C -6.7712 -1.5807 -0.6146
N -6.2445 -1.4150 -1.7808
N -7.5936 -0.5186 -0.0243
C -1.1419 -2.4170 -2.2383
C -0.8234 -0.9057 -2.5416
C -1.8284 0.2867 -2.2583
N 0.3185 -0.6532 -3.0917
H -2.3705 -0.5760 2.6152
H 1.3320 -4.0080 -0.7354
H 0.9114 -3.5932 0.9736
H 2.7885 -2.1158 -0.4308
H 1.3493 -1.0418 -0.7491
H 3.0235 -1.1929 1.7184
H 1.3885 -1.8660 2.1319
H 1.6914 0.6224 2.5842
H 0.2785 0.3704 1.4736
H 3.0949 1.5826 0.8001
H 1.9653 0.9950 -0.5619
H -0.2375 3.6512 -0.2426
H -0.7323 1.9930 0.3145
H 0.2901 2.1758 -1.1851
H -1.5716 -5.1998 -1.2175
H -1.1764 -5.1717 0.5541
H -3.7314 -5.5383 -0.3212
H -3.4089 -4.7529 1.2676
H -3.8242 -2.9957 -1.3886
H -4.0882 -2.5233 0.3714
H -5.9473 -3.8897 -1.5758
H -5.8864 -4.7539 0.0069
H -6.1902 -2.4715 1.0902
H -6.5024 -0.5154 -2.1952
H -7.7599 0.2344 -0.6964
H -7.0690 -0.0708 0.7429
H -2.1474 -2.6480 -2.6906
H -0.3842 -3.0275 -2.8309
H -2.8727 -0.0938 -2.5114
H -1.7435 0.6589 -1.2020
H -1.6222 1.0911 -3.0336
H 0.4135 0.3596 -3.2435
C 7.1593 5.6915 0.3338
O 6.2344 6.0982 1.3325
C 4.8798 5.9141 0.9371
C 4.3073 4.5957 1.4472
O 4.9830 3.4671 0.8977
C 6.0097 2.9759 1.7495
H 8.1226 5.5170 0.8143
H 6.8506 4.7767 -0.1758
H 7.2773 6.4873 -0.4079
H 4.7838 5.9917 -0.1510
H 4.3054 6.7325 1.3816
H 3.2623 4.5275 1.1280
H 4.3236 4.5565 2.5413
H 5.5765 2.3242 2.5148
H 6.5682 3.7781 2.2340
H 6.7032 2.3924 1.1404
*
```

---

Entry 3:
Below is C20H42N6O5P2PdSSe2 as an isolated structure in a non-equilibrium geometry, with properties calculated with the ωB97M-V functional and the def2-TZVPD basis.

Values from the calculation:
LUMO ... 0.149 hartree
ΔE to the lowest compared entry with this formula, charge and spin ... 277.11 kJ/mol
Kohn-Sham gap ... 0.17041 hartree
Highest occupied orbital energy ... -0.6 eV
Electronic energy ... -204189.440 eV

The geometry in ORCA input format:
```
! RIJCOSX wB97M-V def2-TZVPD def2/J DEFGRID3
* xyz -2 1
Pd -0.7802 -0.3420 0.3253
O -6.2447 2.3128 -1.9550
C -5.5740 2.8670 -0.8169
C -4.1247 2.3770 -0.5987
C -3.3189 2.7243 -1.8557
O -3.7447 1.9942 -3.0300
C -3.6222 3.1653 0.6459
Se -1.6899 3.5379 0.9176
C -4.1853 0.8529 -0.3114
Se -2.8870 -0.3830 -1.1527
H -5.5475 2.1173 -2.6044
H -6.1718 2.6142 0.0664
H -5.5552 3.9620 -0.8991
H -2.2630 2.5527 -1.6614
H -3.4476 3.7862 -2.0792
H -3.4768 1.0637 -2.8404
H -3.9498 2.6285 1.5350
H -4.1031 4.1461 0.6586
H -5.1488 0.4615 -0.6295
H -4.0978 0.6864 0.7572
C -1.5419 -3.3429 -2.1520
N -0.3779 -2.4864 -1.8994
C 0.5391 -2.4947 -3.0239
P 0.2864 -2.7479 -0.3854
O -0.5870 -3.0453 0.7668
O 1.6132 -1.8168 -0.2460
P 1.7411 -0.1717 -0.2258
O 1.2597 0.5488 0.9803
N 3.4217 -0.1836 -0.0870
C 4.3539 -1.0794 -0.7203
C 4.0558 1.0011 0.4840
N 1.4050 0.4255 -1.7355
C 2.4791 0.6564 -2.6890
C 0.2770 1.3625 -1.9080
N 1.1603 -4.2139 -0.6344
C 0.5713 -5.4426 -0.1261
C 2.5710 -4.3364 -0.8864
H -2.0895 -2.9488 -3.0078
H -2.2134 -3.3133 -1.2965
H -1.2340 -4.3829 -2.3605
H 0.0619 -1.9881 -3.8661
H 0.7998 -3.5226 -3.3271
H 1.4557 -1.9610 -2.7833
H 3.8341 -1.9045 -1.1922
H 5.0472 -1.4960 0.0206
H 4.9592 -0.5673 -1.4827
H 3.3111 1.6509 0.9372
H 4.6085 1.5666 -0.2810
H 4.7650 0.7078 1.2661
H 3.2528 -0.1060 -2.6206
H 2.9474 1.6422 -2.5592
H 2.0591 0.6182 -3.6978
H -0.4407 1.2208 -1.0873
H -0.2369 1.1428 -2.8448
H 0.6191 2.4035 -1.8946
H -0.4718 -5.2853 0.1322
H 1.0854 -5.7992 0.7801
H 0.6357 -6.2368 -0.8818
H 2.9467 -3.4603 -1.4021
H 2.7605 -5.2073 -1.5265
H 3.1608 -4.4695 0.0358
N -0.1040 -1.0773 3.0449
C -1.0122 -0.0852 2.7244
S -2.6630 -0.4414 2.7401
N -0.6129 1.2357 2.8970
C 0.5365 1.7473 3.4809
C 1.2783 1.1060 4.4845
C 2.3913 1.7249 5.0426
C 2.7885 2.9939 4.6436
C 2.0324 3.6466 3.6718
C 0.9282 3.0412 3.0999
H -0.4475 -1.9677 2.7144
H 0.8326 -0.8766 2.7138
H -1.1004 1.8934 2.2719
H 0.9739 0.1337 4.8394
H 2.9496 1.1998 5.8104
H 3.6568 3.4678 5.0869
H 2.3091 4.6457 3.3516
H 0.3444 3.5507 2.3383
*
```

---

Q: Which of these has the highest LUMO?
A: C20H42N6O5P2PdSSe2